ORCA calculation (ωB97M-V with the def2-TZVPD basis set) on C24H30N2O6Rb as an isolated structure at a distorted geometry.

## Properties
Net charge ... -1
Maximum force ... 1.68 eV Å⁻¹
Relative energy (zero: lowest compared OMol25 entry of this formula, charge and spin) ... 20.0 kcal per mole
Frontier orbital gap ... 5.556 eV
E_LUMO ... 1.75 eV
Multiplicity ... 1
E_HOMO ... -0.1398 Eh

XYZ file:
```
63
Properties=species:S:1:pos:R:3:forces:R:3
Rb 0.201574 -0.074822 -0.605357 1.664 -0.158 0.208
O -1.337358 -1.729439 -1.657665 -0.642 -0.492 -0.294
C -2.544224 -2.110035 -1.836578 0.078 -0.030 0.046
C -3.006409 -2.599830 -3.097287 -0.036 -0.026 0.010
C -4.273812 -3.109813 -3.271701 -0.011 0.035 0.076
C -5.183305 -3.171743 -2.208389 0.088 0.012 -0.050
C -4.774117 -2.683804 -0.978476 0.029 0.034 0.025
C -3.514938 -2.116639 -0.780452 -0.046 -0.016 0.045
C -3.179746 -1.625918 0.579827 0.039 0.014 -0.083
N -2.761837 -0.490273 0.962446 -0.032 0.122 -0.036
C -2.625532 0.594715 -0.007041 -0.119 0.044 0.224
C -2.230209 1.898757 0.682890 0.055 -0.002 0.041
N -0.944905 1.856424 1.388003 -0.184 0.081 0.010
C -0.053138 2.729596 1.142348 -0.071 0.068 -0.010
C 0.005906 3.772967 0.093426 -0.003 0.026 0.055
C 0.334999 5.075097 0.468542 -0.016 -0.029 0.021
C 0.416108 6.110523 -0.446357 -0.025 -0.050 -0.109
C 0.175403 5.810803 -1.795540 -0.002 -0.049 0.088
C -0.102808 4.526895 -2.206519 0.062 0.005 0.061
C -0.154903 3.422348 -1.293483 0.023 -0.059 -0.046
O -0.296605 2.219684 -1.683361 -0.188 0.663 -0.094
H -2.298034 -2.570422 -3.918060 -0.016 -0.008 0.004
H -4.567955 -3.478591 -4.249369 0.000 -0.001 -0.011
H -6.174366 -3.586231 -2.341761 0.000 0.001 -0.004
H -5.459182 -2.724175 -0.134462 0.011 0.007 -0.004
H -3.349389 -2.346443 1.388935 0.000 -0.011 -0.009
H -1.918965 0.362390 -0.795092 -0.845 0.045 -0.144
H -3.584898 0.762530 -0.506509 -0.043 -0.019 -0.030
H -2.288332 2.713007 -0.042795 0.053 0.013 -0.017
H -2.972097 2.077990 1.467497 -0.014 0.032 0.011
H 0.808879 2.707522 1.824452 0.009 -0.047 -0.069
H 0.514693 5.279575 1.522092 -0.009 -0.012 -0.005
H 0.652310 7.118052 -0.129756 -0.001 0.008 -0.002
H 0.221898 6.605284 -2.533747 -0.005 0.007 -0.014
H -0.262324 4.296293 -3.253759 0.001 0.016 -0.001
C 3.649922 0.428584 1.371452 -0.046 -0.003 0.041
C 3.797298 0.806195 -0.090741 -0.063 -0.049 -0.044
O 3.168294 -0.084434 -0.988016 0.161 -0.105 -0.001
C 3.732439 -1.376674 -1.113271 0.005 0.109 0.046
C 3.119659 -2.411813 -0.189039 -0.079 0.015 0.078
O 1.747666 -2.473125 -0.473461 0.112 -0.208 -0.082
C 0.983069 -3.367557 0.316575 -0.010 0.115 -0.031
C 0.875316 -2.926813 1.762859 0.000 0.048 0.060
O 0.277943 -1.654806 1.781176 -0.009 -0.064 0.196
C 0.560494 -0.821283 2.888807 0.003 -0.093 -0.148
C 2.006991 -0.358661 2.892570 0.049 0.030 -0.058
O 2.298903 0.144408 1.608060 -0.044 0.098 0.076
H 4.000268 1.271348 1.983437 0.010 0.016 0.038
H 4.273075 -0.439923 1.626240 0.029 -0.039 0.007
H 4.865673 0.899618 -0.321474 0.058 0.025 -0.037
H 3.319683 1.771141 -0.262653 -0.026 -0.004 -0.024
H 4.818441 -1.345402 -0.957072 0.030 0.013 0.003
H 3.539193 -1.689089 -2.139852 0.009 0.014 -0.046
H 3.298948 -2.154780 0.859718 -0.002 -0.001 -0.011
H 3.605059 -3.380131 -0.385664 0.011 -0.039 0.004
H 1.405793 -4.379629 0.276205 0.013 -0.051 -0.028
H -0.008772 -3.364462 -0.140565 0.028 0.014 -0.015
H 1.861418 -2.916091 2.242366 -0.009 -0.008 0.004
H 0.257349 -3.654174 2.305155 -0.022 -0.029 0.041
H 0.336896 -1.322663 3.839155 -0.016 -0.012 0.024
H -0.100005 0.039271 2.767675 -0.035 -0.010 -0.006
H 2.702195 -1.176043 3.131903 0.026 -0.024 0.004
H 2.134398 0.414731 3.661485 0.014 0.019 0.014
```
Positions in Å, forces in eV/Å.